# 1
The ion C3H9N4 with charge +1 in a non-equilibrium geometry, computed with the ωB97M-V functional and the def2-TZVPD basis.

**HOMO energy (spin up / spin down)**: -13.969 / -13.978 eV
**Relative energy (zero: lowest compared OMol25 entry of this formula, charge and spin)**: 577.0 kJ/mol
**Total energy**: -9205.6408 eV
**Orbital gap (spin up / spin down)**: 8.76 / 8.78 eV
**Total charge**: +1

XYZ file:
```
16
Properties=species:S:1:pos:R:3:forces:R:3
C 1.335 0.794 -1.089 2.8780 -1.1734 -1.2288
C 1.544 0.053 0.219 -1.2439 0.1479 -1.9964
C 0.109 -0.497 0.550 -2.0186 -2.8671 -2.9218
N 0.249 1.191 -1.475 -2.7739 -0.0222 1.9879
N -0.809 0.557 0.184 1.6521 2.4012 -2.9712
N -0.197 -0.955 1.889 0.5300 1.6006 -0.7407
N -1.929 0.253 -0.679 -0.6671 -1.9246 -0.2074
H 2.245 0.879 -1.837 -1.7333 0.1234 1.3647
H 2.287 -0.715 -0.065 -0.0173 0.3969 1.3870
H 1.758 0.930 0.821 0.8510 -0.5881 1.0967
H -0.257 -1.402 -0.165 1.8238 1.4902 1.1917
H -0.221 -0.035 2.402 0.5462 -1.8547 0.5177
H 0.550 -1.642 2.063 -0.4838 0.7584 1.1287
H -2.136 1.117 -1.178 -0.6729 0.6011 0.8920
H -2.691 -0.181 -0.081 0.5568 1.0475 -0.9768
H -1.836 -0.347 -1.558 0.7729 -0.1372 1.4768
```
Positions in Å, forces in eV/Å.

=====

# 2
A cluster of 2 separate species, C2HCl2NO2 in total in a non-equilibrium geometry, computed with the ωB97M-V functional and the def2-TZVPD basis.

**HOMO energy (spin up / spin down)**: -9.433 / -9.430 eV
**Relative energy (zero: lowest compared OMol25 entry of this formula, charge and spin)**: 516.4 kJ/mol
**Total energy**: -32711.3097 eV
**Orbital gap (spin up / spin down)**: 5.21 / 5.20 eV
**Total charge**: 0

XYZ file:
```
8
Properties=species:S:1:pos:R:3:forces:R:3
C -1.266 1.874 -0.317 1.3567 -2.1405 -0.3140
C -0.264 -0.815 0.010 -1.5158 -0.0526 0.7619
N -2.064 2.492 0.232 -1.0862 0.9919 0.6500
O 2.276 -0.724 0.007 -2.2439 -1.0195 -0.0337
O 0.803 -0.127 0.112 0.9761 0.3568 0.5078
Cl -0.924 -1.380 -1.402 0.4949 -0.1085 -0.8667
Cl -1.184 -1.484 1.366 1.4122 1.0574 -0.6537
H 2.623 0.164 -0.009 0.6060 0.9151 -0.0517
```
Positions in Å, forces in eV/Å.